(1)
A cluster of 2 separate species, H4OP2 in total in a non-equilibrium geometry. Source: the OMol25 dataset; level of theory: wB97M-V/def2-TZVPD.

```
7
Properties=species:S:1:pos:R:3:mulliken_charge:R:1
O -1.0496 0.8700 1.5484 -0.477
P -0.2791 -1.5116 -0.2284 -0.105
P -0.4895 0.6023 0.2272 0.284
H 0.5115 -1.7408 0.9000 0.098
H 0.7993 -1.3148 -1.0782 0.100
H -1.3106 1.1489 -0.7961 0.102
H 1.8180 1.9460 -0.5728 -0.003
```

The value obtained for the gap between HOMO and LUMO (alpha / beta) is 9.074 / 7.715 eV. As for the relative energy (zero: lowest compared OMol25 entry of this formula, charge and spin): 287.6 kJ/mol. As for the HOMO energy (alpha / beta): -10.438 / -8.539 eV.


(2)
The molecule H4OP2S in a non-equilibrium geometry. Source: the OMol25 dataset; level of theory: wB97M-V/def2-TZVPD.

```
8
Properties=species:S:1:pos:R:3:mulliken_charge:R:1
O 2.0228 -0.7561 0.5202 -0.430
P -0.6908 0.1401 -0.2806 0.035
P 1.5988 0.7434 0.2203 0.132
S -2.9815 0.3179 0.3981 -0.338
H 1.7114 -1.4388 -0.1500 0.357
H -1.1633 1.1218 -1.1354 0.045
H -3.1489 -0.9774 0.5544 0.138
H 1.7947 0.8824 -1.0899 0.062
```

The value obtained for the gap between HOMO and LUMO is 7.265 eV. As for the relative energy (zero: lowest compared OMol25 entry of this formula, charge and spin): 185.2 kJ/mol. The structure (SMILES) is O[PH]#[PH]S. As for the HOMO energy: -8.347 eV.


(3)
A cluster of 2 separate species, H4OS in total. Source: the OMol25 dataset; level of theory: wB97M-V/def2-TZVPD.

```
6
Properties=species:S:1:pos:R:3:mulliken_charge:R:1
S -0.9328 0.1680 -1.9233 -0.293
H -0.6066 -0.8935 -1.1737 0.144
H -0.9936 0.9409 -0.8356 0.137
H 1.0400 0.6800 1.3354 0.313
H 1.0372 -0.8159 1.4097 0.306
O 0.4558 -0.0795 1.1875 -0.607
```

The value obtained for the gap between HOMO and LUMO is 10.060 eV. As for the relative energy (zero: lowest compared OMol25 entry of this formula, charge and spin): 5.5 kJ/mol. The structure (SMILES) is O.S. As for the HOMO energy: -9.401 eV.


(4)
A cluster of 2 separate species, H4OS2 in total in a non-equilibrium geometry. Source: the OMol25 dataset; level of theory: wB97M-V/def2-TZVPD.

```
7
Properties=species:S:1:pos:R:3:mulliken_charge:R:1
O -3.1026 -1.2636 -6.7053 -0.649
H -3.3738 -0.4791 -7.2337 0.326
H -2.8901 -0.9017 -5.8152 0.323
S 0.0000 0.0000 0.0000 -0.164
S 0.1357 -0.5898 -1.9447 -0.162
H 1.1238 0.7381 0.1218 0.164
H 1.2761 -1.3121 -1.9346 0.163
```

The value obtained for the gap between HOMO and LUMO is 9.520 eV. As for the relative energy (zero: lowest compared OMol25 entry of this formula, charge and spin): 22.9 kJ/mol. The structure (SMILES) is SS.O. As for the HOMO energy: -9.223 eV.


(5)
The molecule H4OSSi in a non-equilibrium geometry. Source: the OMol25 dataset; level of theory: wB97M-V/def2-TZVPD.

```
7
Properties=species:S:1:pos:R:3:mulliken_charge:R:1
O 1.1374 1.0946 0.1472 -0.409
Si 0.2133 -0.1487 -0.3067 0.503
S -1.6898 0.5941 0.1369 -0.295
H 1.9827 0.9075 0.5494 0.316
H 0.3537 -0.7695 -1.6261 -0.106
H 0.1529 -1.0481 0.8323 -0.126
H -2.1503 -0.6298 0.2669 0.118
```

The value obtained for the gap between HOMO and LUMO is 9.852 eV. As for the relative energy (zero: lowest compared OMol25 entry of this formula, charge and spin): 25.0 kJ/mol. The structure (SMILES) is O[SiH2]S. As for the HOMO energy: -9.313 eV.


(6)
A structure of composition H4OSSi in a non-equilibrium geometry. Source: the OMol25 dataset; level of theory: wB97M-V/def2-TZVPD.

```
7
Properties=species:S:1:pos:R:3:mulliken_charge:R:1
O -1.9326 0.0434 0.1403 -0.402
Si -0.3779 -0.2123 -0.3021 0.521
S 2.4426 -0.3179 0.1404 -0.503
H -2.3559 0.8524 -0.0521 0.336
H 0.1413 0.9589 -0.9076 -0.013
H -0.4061 -1.6690 -0.3251 -0.016
H 2.4887 0.3445 1.3062 0.077
```

The value obtained for the gap between HOMO and LUMO is 7.318 eV. As for the relative energy (zero: lowest compared OMol25 entry of this formula, charge and spin): 243.4 kJ/mol. As for the HOMO energy: -8.213 eV.


Which of these has the lowest relative energy (zero: lowest compared OMol25 entry of this formula, charge and spin)?
H4OS


Which formula does entry 1 have?
H4OP2


Which value of relative energy (zero: lowest compared OMol25 entry of this formula, charge and spin) does entry 6 give?
243.4 kJ/mol


What is the relative energy (zero: lowest compared OMol25 entry of this formula, charge and spin) in the sixth record?
243.4 kJ/mol